(1)
17
Properties=species:S:1:pos:R:3:lowdin_charge:R:1 method="wB97M-V/def2-TZVPD" e_lumo_ev="-0.38 / -3.72" e_homo_ev="-7.606 / -10.663" charge=0 homo_lumo_gap_ev="7.223 / 6.946" spin_multiplicity=3 e_tot_ha=-716.3788
C 0.441 -1.593 -1.236 -0.03
C 0.697 -1.785 0.090 0.06
C 0.100 -0.284 -1.777 -0.04
C -0.061 0.816 -1.018 0.01
C 0.729 -0.668 1.006 -0.36
C -0.029 0.616 0.458 -0.11
N -1.549 0.126 0.845 -0.32
N 0.339 1.982 1.034 -0.35
O -2.006 -0.734 0.112 0.10
O -0.579 2.783 1.051 0.10
O 1.208 -0.691 2.082 0.16
O -2.013 0.643 1.770 0.17
O 1.465 2.101 1.342 0.16
H 0.756 -2.190 -2.003 0.08
H 0.911 -2.661 0.612 0.12
H 0.009 -0.120 -2.909 0.15
H -0.416 1.659 -1.458 0.10

---

(2)
16
Properties=species:S:1:pos:R:3:lowdin_charge:R:1 method="wB97M-V/def2-TZVPD" e_lumo_ev=-0.42 e_homo_ev=-9.039 charge=0 homo_lumo_gap_ev=8.622 e_above_lowest_kcal_mol=143.71 e_tot_ha=-600.3506
C -1.333 -1.440 -0.170 -0.23
C 0.777 -0.874 -0.160 -0.25
C 2.887 -0.360 0.389 -0.04
C 2.449 1.031 -0.072 -0.10
C 0.536 0.499 -0.179 -0.22
C -0.934 0.835 -0.153 -0.24
H -3.384 0.997 0.850 0.29
H -2.358 -2.045 0.056 0.19
H 3.973 -0.335 0.632 0.12
H 3.272 1.667 -0.287 0.10
N -1.898 -0.268 -0.135 -0.05
N -0.162 -1.861 -0.149 0.15
N 2.066 -1.343 0.094 0.14
N 1.291 1.499 -0.028 0.17
O -3.283 -0.108 0.324 -0.05
O -1.325 2.031 -0.031 0.03

---

(3)
15
Properties=species:S:1:pos:R:3:lowdin_charge:R:1 method="wB97M-V/def2-TZVPD" e_lumo_ev=-0.59 e_homo_ev=-8.952 charge=0 homo_lumo_gap_ev=8.366 e_above_lowest_kcal_mol=94.41 e_tot_ha=-848.0846
C 0.398 1.175 1.975 0.00
C 1.150 1.114 0.922 -0.26
N 1.895 1.006 -0.100 -0.33
S 2.409 -0.294 -0.977 0.88
C 1.642 -1.724 -0.205 -0.35
C 0.297 -1.794 0.070 -0.20
N -0.558 -0.876 -0.356 0.13
C -1.374 -0.204 -0.895 -0.11
N -2.282 0.595 -1.098 0.15
C -2.605 1.337 -2.130 -0.34
N -3.075 2.009 -2.964 0.13
H 0.516 1.244 3.031 0.04
H -0.758 1.269 1.781 0.10
H 2.415 -2.432 0.071 0.05
H -0.071 -2.426 0.877 0.12

---

(4)
11
Properties=species:S:1:pos:R:3:lowdin_charge:R:1 method="wB97M-V/def2-TZVPD" smiles="C=C1C=CC1=C=O" e_lumo_ev=0.79 e_homo_ev=-8.359 charge=0 homo_lumo_gap_ev=9.148 e_above_lowest_kcal_mol=48.73 e_tot_ha=-306.1339
C 1.837 -0.411 0.107 0.06
C 0.536 -0.124 0.231 -0.27
C -0.501 -0.518 1.294 0.01
C -1.505 -0.068 0.499 -0.01
C -0.592 0.473 -0.535 -0.19
C -0.748 1.017 -1.719 -0.11
O -0.945 1.717 -2.609 0.20
H 2.280 -0.215 -0.834 0.04
H 2.439 -0.878 0.974 0.10
H -0.272 -1.005 2.230 0.10
H -2.529 0.012 0.361 0.09

---

(5)
11
Properties=species:S:1:pos:R:3:lowdin_charge:R:1 method="wB97M-V/def2-TZVPD" e_lumo_ev=-1.08 e_homo_ev=-10.310 charge=0 homo_lumo_gap_ev=9.226 e_above_lowest_kcal_mol=99.62 e_tot_ha=-306.0528
C -2.327 -0.146 -0.792 -0.08
C -0.988 0.101 -0.264 -0.03
C 0.112 0.310 0.191 0.05
C 1.416 0.618 0.729 -0.47
O 1.687 1.639 1.307 0.12
C 2.177 -1.416 1.202 0.20
C 2.547 -0.412 0.476 -0.16
H -2.613 0.645 -1.492 0.09
H -3.054 -0.151 0.026 0.09
H -2.379 -1.107 -1.310 0.08
H 3.423 -0.080 -0.074 0.11

---

(6)
11
Properties=species:S:1:pos:R:3:lowdin_charge:R:1 method="wB97M-V/def2-TZVPD" e_lumo_ev=-0.12 e_homo_ev=-8.802 charge=0 homo_lumo_gap_ev=8.684 e_above_lowest_kcal_mol=64.99 e_tot_ha=-306.1080
C 3.010 -1.034 -0.086 0.20
C 1.999 -0.219 -0.088 -0.20
C 0.557 -0.111 -0.004 -0.31
C -0.254 0.939 0.297 -0.02
C -1.593 0.457 0.167 -0.06
C -1.485 -0.845 -0.197 -0.11
O -0.184 -1.210 -0.304 0.05
H 2.597 0.698 -0.271 0.12
H 0.069 1.929 0.586 0.12
H -2.508 1.013 0.318 0.11
H -2.208 -1.616 -0.418 0.12

---

(7)
11
Properties=species:S:1:pos:R:3:lowdin_charge:R:1 method="wB97M-V/def2-TZVPD" smiles=C#Cc1ccco1 e_lumo_ev=0.92 e_homo_ev=-8.482 charge=0 homo_lumo_gap_ev=9.401 e_above_lowest_kcal_mol=29.43 e_tot_ha=-306.1646
C 2.904 -0.095 0.019 0.14
C 1.810 -0.131 -0.480 -0.03
C 0.386 -0.065 -0.343 -0.33
C -0.401 0.976 0.051 -0.01
C -1.703 0.401 0.178 -0.06
C -1.575 -0.926 -0.068 -0.12
O -0.293 -1.228 -0.355 0.05
H 3.790 -0.058 0.613 0.04
H -0.078 2.004 0.190 0.12
H -2.609 0.936 0.381 0.10
H -2.237 -1.768 -0.123 0.12

---

(8)
11
Properties=species:S:1:pos:R:3:lowdin_charge:R:1 method="wB97M-V/def2-TZVPD" e_lumo_ev=-0.79 e_homo_ev=-9.109 charge=0 homo_lumo_gap_ev=8.315 e_above_lowest_kcal_mol=143.40 e_tot_ha=-305.9830
C -0.454 1.566 1.588 0.05
C 0.221 0.516 1.846 -0.08
C 0.759 -0.314 0.887 -0.29
C -0.056 -1.306 0.264 0.00
C -0.389 -0.724 -0.930 -0.03
C 0.290 0.540 -0.978 -0.14
O 1.346 0.454 -0.079 -0.02
H -0.522 1.332 0.142 0.14
H -0.552 -2.119 0.773 0.12
H -1.144 -1.053 -1.633 0.12
H 0.501 1.107 -1.880 0.13

---

(9)
11
Properties=species:S:1:pos:R:3:lowdin_charge:R:1 method="wB97M-V/def2-TZVPD" smiles="C=C=C=C=O.C#C" e_lumo_ev=-0.56 e_homo_ev=-9.136 charge=0 homo_lumo_gap_ev=8.578 e_above_lowest_kcal_mol=107.05 e_tot_ha=-306.0409
C -1.871 -0.330 -0.725 -0.05
C -1.138 0.757 -0.524 -0.14
C -0.243 1.603 -0.201 0.00
C 0.887 1.631 0.483 -0.20
O 1.841 1.956 1.052 0.20
H -2.753 -0.490 -0.118 0.08
H -1.857 -0.817 -1.694 0.08
C 0.815 -1.088 0.450 -0.06
C 2.007 -1.172 0.728 -0.02
H -0.401 -1.037 0.055 0.07
H 3.067 -1.284 0.973 0.03

---

(10)
12
Properties=species:S:1:pos:R:3:lowdin_charge:R:1 method="wB97M-V/def2-TZVPD" smiles="C#CC(O)(C#C)C=O" e_lumo_ev=0.42 e_homo_ev=-10.129 charge=0 homo_lumo_gap_ev=10.553 e_above_lowest_kcal_mol=91.97 e_tot_ha=-381.3325
C 2.583 -0.145 -0.123 0.15
C 1.446 -0.231 0.279 -0.05
C -0.020 -0.188 0.398 -0.54
O -0.485 -0.618 1.691 0.02
C -0.547 1.086 0.044 -0.07
C -1.212 2.061 -0.192 0.17
C -0.592 -1.144 -0.690 -0.15
O -1.611 -1.716 -0.390 0.09
H 3.596 -0.057 -0.530 0.05
H -1.452 -0.653 1.524 0.11
H -1.823 2.928 -0.439 0.05
H 0.118 -1.322 -1.572 0.16

---

(11)
12
Properties=species:S:1:pos:R:3:lowdin_charge:R:1 method="wB97M-V/def2-TZVPD" smiles="C#CC(O)(C#C)C=O" e_lumo_ev=0.71 e_homo_ev=-10.105 charge=0 homo_lumo_gap_ev=10.817 e_above_lowest_kcal_mol=85.89 e_tot_ha=-381.3422
C -1.767 -1.749 -0.277 0.16
C -1.012 -0.841 -0.074 -0.04
C -0.094 0.279 0.282 -0.53
O -0.272 0.677 1.605 0.05
C 1.308 -0.094 -0.032 -0.05
C 2.475 -0.318 -0.236 0.16
C -0.454 1.455 -0.651 -0.18
O -0.935 2.472 -0.252 0.12
H -2.442 -2.560 -0.397 0.04
H -0.027 -0.056 2.169 0.11
H 3.509 -0.492 -0.438 0.04
H -0.290 1.226 -1.698 0.13

---

(12)
14
Properties=species:S:1:pos:R:3:lowdin_charge:R:1 method="wB97M-V/def2-TZVPD" smiles="O=CC1=CC=C(C=O)SS1" e_lumo_ev=-1.73 e_homo_ev=-8.777 charge=0 homo_lumo_gap_ev=7.047 e_above_lowest_kcal_mol=32.65 e_tot_ha=-1177.8090
O 3.068 1.936 0.628 0.09
C 2.328 1.425 1.418 -0.28
C 1.114 0.740 0.930 -0.56
C 0.730 0.641 -0.351 -0.11
C -0.473 0.046 -1.005 -0.09
C -1.085 -1.071 -0.552 -0.52
C -2.424 -1.479 -1.034 -0.25
O -3.077 -0.856 -1.902 0.03
S -0.546 -1.688 1.071 0.58
S 0.075 -0.020 2.167 0.60
H 2.471 1.276 2.462 0.10
H 1.389 1.053 -1.227 0.16
H -0.803 0.438 -1.996 0.14
H -2.768 -2.443 -0.609 0.11

---

(13)
13
Properties=species:S:1:pos:R:3:lowdin_charge:R:1 method="wB97M-V/def2-TZVPD" e_lumo_ev="-0.72 / -1.04" e_homo_ev="-8.965 / -8.288" charge=0 homo_lumo_gap_ev="8.244 / 7.246" e_above_lowest_kcal_mol=273.18 e_tot_ha=-456.2676
C 1.843 -0.649 0.604 -0.03
C 0.585 1.102 0.240 0.06
C 1.143 -0.656 1.903 -0.06
C 0.123 0.447 1.441 -0.49
C -1.880 -0.009 -1.338 -0.08
C -0.847 0.623 -1.838 0.08
O 1.439 0.243 -0.282 -0.02
O -0.350 -0.789 1.561 0.12
O 0.787 0.625 2.574 0.14
H 2.472 -1.364 0.170 0.11
H -2.529 -0.566 -1.994 0.05
H -2.303 -0.228 -0.375 0.05
H -0.485 1.220 -2.666 0.06

---

(14)
15
Properties=species:S:1:pos:R:3:lowdin_charge:R:1 method="wB97M-V/def2-TZVPD" e_lumo_ev=0.25 e_homo_ev=-9.306 charge=0 homo_lumo_gap_ev=9.552 e_above_lowest_kcal_mol=74.17 e_tot_ha=-1253.0050
C 0.165 -1.734 -1.196 -0.10
C 0.518 -2.088 0.126 -0.07
C -0.245 -0.493 -1.523 -0.02
C 0.592 -1.059 1.081 -0.03
C -0.067 0.597 -0.576 -0.19
C 0.213 0.228 0.828 -0.24
O 0.248 1.437 1.599 -0.17
O -0.432 3.795 1.106 -0.25
O -0.124 2.017 -0.570 -0.24
S -2.505 1.841 0.495 0.44
S -0.728 2.472 0.755 0.34
H 0.325 -2.473 -2.043 0.14
H 0.864 -3.027 0.424 0.08
H -0.153 -0.161 -2.545 0.12
H 1.329 -1.353 2.040 0.19

---

(15)
11
Properties=species:S:1:pos:R:3:lowdin_charge:R:1 method="wB97M-V/def2-TZVPD" e_lumo_ev="-1.13 / -0.56" e_homo_ev="-10.445 / -7.619" charge=0 homo_lumo_gap_ev="9.316 / 7.059" e_above_lowest_kcal_mol=54.37 e_tot_ha=-520.1931
C 1.398 2.772 -0.426 0.04
C 1.683 -2.318 -0.417 0.04
C -2.954 -0.297 -0.303 0.03
C 0.936 1.705 -0.122 -0.26
C 1.189 -1.239 -0.230 -0.26
C -1.787 0.036 -0.156 -0.24
Si 0.046 0.133 0.216 0.56
H 1.765 3.754 -0.439 0.02
H 2.029 -3.260 -0.725 0.02
H -3.926 -0.598 -0.573 0.02
H -0.378 -0.688 3.175 0.03

---

(16)
26
Properties=species:S:1:pos:R:3:lowdin_charge:R:1 method="wB97M-V/def2-TZVPD" e_lumo_ev=-0.81 e_homo_ev=-9.867 charge=0 homo_lumo_gap_ev=9.060 e_above_lowest_kcal_mol=0.00 e_tot_ha=-1375.8920
F 2.578 0.668 2.752 0.12
C 1.404 0.186 2.340 -0.31
F 0.706 -0.218 3.421 0.09
C 0.596 1.296 1.636 -0.51
F 0.098 2.153 2.531 0.16
F 1.417 1.950 0.808 0.17
N -0.460 0.759 0.832 0.21
C -1.694 0.471 1.210 -0.30
N -2.330 0.661 2.389 0.19
C -3.533 0.158 2.198 -0.09
N -3.699 -0.334 0.968 0.10
N -2.510 -0.143 0.322 0.16
H 1.555 -0.669 1.675 0.18
H -0.281 0.482 -0.168 0.09
H -4.324 0.131 2.934 0.15
H -4.487 -0.796 0.543 0.18
H -2.306 -0.457 -0.621 0.18
B 2.720 -0.113 -3.623 -1.00
O 2.647 -1.584 -3.282 0.22
C 1.678 -1.840 -2.452 -0.42
O 1.347 -2.887 -1.968 0.13
C 0.973 -0.489 -2.148 -0.37
O 0.010 -0.379 -1.390 0.04
O 1.544 0.454 -2.785 0.25
F 2.465 0.103 -4.947 0.19
F 3.887 0.440 -3.177 0.19